Record 1
Density functional theory data (ωB97M-V with the def2-TZVPD basis set) for a molecular structure, C17H32N4O2PPmS2 at a distorted geometry.

Geometry as XYZ:
```
59
Properties=species:S:1:pos:R:3:lowdin_charge:R:1
Pm -0.408 0.508 -0.618 1.397
C 0.921 2.887 1.468 -0.173
C 1.622 3.027 0.134 -0.181
N 0.707 2.799 -1.016 -0.183
C -0.256 3.891 -1.267 -0.120
C -1.517 3.761 -0.447 -0.261
C -2.204 4.882 -0.018 0.016
C -3.350 4.714 0.742 0.011
C -3.758 3.431 1.077 0.015
C -3.032 2.357 0.598 -0.266
C -3.417 0.940 0.948 -0.126
N -2.232 0.090 1.200 -0.169
C -1.628 0.283 2.547 -0.184
C -0.759 1.523 2.645 -0.175
N 0.315 1.541 1.622 -0.144
N -1.939 2.516 -0.169 0.035
H 0.121 3.622 1.564 0.118
H 1.635 3.097 2.268 0.144
H 2.421 2.288 0.050 0.112
H 2.079 4.019 0.075 0.139
H 1.297 2.723 -1.840 0.096
H -0.524 3.860 -2.326 0.146
H 0.200 4.868 -1.088 0.139
H -1.837 5.869 -0.263 0.134
H -3.905 5.574 1.092 0.133
H -4.625 3.265 1.702 0.134
H -3.978 0.503 0.117 0.141
H -4.088 0.949 1.810 0.136
H -2.541 -0.878 1.165 0.115
H -1.035 -0.606 2.764 0.102
H -2.411 0.346 3.308 0.138
H -0.340 1.576 3.653 0.144
H -1.355 2.425 2.510 0.113
H 1.046 0.898 1.926 0.113
C 3.145 -4.191 0.634 -0.043
C 3.601 -3.284 -0.483 -0.382
C 4.273 -2.013 -0.025 -0.060
O 2.443 -2.980 -1.373 -0.276
P 1.321 -1.922 -1.292 -0.146
S 1.887 -0.091 -1.914 0.312
S 0.458 -1.788 0.536 0.301
O 0.220 -2.326 -2.330 -0.344
C -0.449 -3.619 -2.658 -0.384
C -1.506 -3.913 -1.620 -0.053
C 0.545 -4.737 -2.853 -0.036
H 4.024 -4.647 1.091 0.101
H 2.514 -4.993 0.253 0.087
H 2.604 -3.644 1.407 0.060
H 4.252 -3.825 -1.166 0.152
H 3.620 -1.438 0.636 0.066
H 4.579 -1.392 -0.865 0.080
H 5.164 -2.284 0.542 0.102
H -0.910 -3.373 -3.612 0.149
H -1.057 -4.142 -0.654 0.069
H -2.089 -4.778 -1.937 0.101
H -2.194 -3.073 -1.505 0.076
H 0.971 -5.077 -1.911 0.079
H 1.350 -4.448 -3.527 0.097
H 0.009 -5.572 -3.305 0.104
```

Calculated values
- LUMO (spin up / spin down) (eV) = -6.31 / -6.20
- multiplicity = 5
- E_tot (Ha) = -2782.31734
- ⟨S²⟩ = 6.01
- relative energy (zero: lowest compared OMol25 entry of this formula, charge and spin) (kcal per mole) = 0.00
- total charge = +2
- HOMO level (spin up / spin down) (Eh) = -0.5366 / -0.5377

Record 2
Density functional theory data (ωB97M-V with the def2-TZVPD basis set) for a molecular structure, C17H32N6O2RuSe2.

Geometry as XYZ:
```
60
Properties=species:S:1:pos:R:3:lowdin_charge:R:1
Ru 1.100 0.753 0.303 0.665
N -1.501 -1.162 -0.942 0.062
N -1.835 -0.285 -1.973 0.004
C -1.515 1.017 -1.933 -0.349
N -2.115 1.817 -2.797 0.240
N -0.553 1.389 -1.051 0.035
N -0.278 2.718 -0.881 -0.404
O 0.677 2.872 -0.087 -0.106
O -0.839 3.629 -1.422 0.137
H -0.878 -1.881 -1.295 0.078
H -2.347 -1.597 -0.594 0.109
H -2.431 -0.603 -2.726 0.168
H -2.890 1.478 -3.345 0.145
H -1.901 2.802 -2.813 0.113
C 4.043 2.491 1.264 -0.317
Se 2.932 1.030 1.903 1.026
C 1.979 2.054 3.273 -0.488
C 0.729 1.321 3.695 -0.475
Se -0.447 1.086 2.147 1.026
C -1.294 -0.569 2.688 -0.312
H 3.425 3.252 0.791 0.042
H 4.767 2.085 0.564 0.032
H 4.569 2.897 2.125 0.048
H 1.753 3.036 2.853 0.086
H 2.657 2.178 4.117 0.092
H 0.181 1.898 4.438 0.091
H 0.938 0.332 4.102 0.083
H -0.550 -1.353 2.757 0.002
H -2.023 -0.817 1.923 0.022
H -1.791 -0.382 3.636 0.050
C 1.795 -1.410 -2.826 -0.033
C 2.980 -0.881 -2.017 -0.349
C 2.799 0.600 -1.726 -0.064
C 3.219 -1.750 -0.796 -0.119
C 4.357 -2.514 -0.789 -0.001
C 4.558 -3.495 0.190 0.023
C 3.587 -3.793 1.131 0.007
C 2.403 -3.070 1.166 -0.078
C 1.317 -3.417 2.164 -0.378
C 0.042 -3.845 1.428 -0.051
C 1.711 -4.475 3.189 -0.064
C 2.249 -1.946 0.264 -0.297
N 1.274 -1.114 0.606 -0.050
H 1.704 -0.868 -3.768 0.097
H 0.866 -1.283 -2.262 0.043
H 1.912 -2.469 -3.056 0.100
H 3.872 -0.980 -2.636 0.141
H 1.727 0.787 -1.470 0.013
H 2.859 1.188 -2.644 0.117
H 3.524 1.016 -1.033 0.061
H 5.099 -2.381 -1.565 0.128
H 5.478 -4.066 0.181 0.130
H 3.759 -4.595 1.832 0.115
H 1.110 -2.496 2.711 0.108
H 0.225 -4.732 0.818 0.098
H -0.318 -3.042 0.787 0.038
H -0.739 -4.093 2.146 0.090
H 1.970 -5.426 2.720 0.090
H 0.866 -4.665 3.849 0.090
H 2.550 -4.150 3.805 0.092
```

Calculated values
- LUMO (spin up / spin down) (eV) = -7.23 / -7.23
- E_tot (Ha) = -6043.06107
- total charge = +2
- HOMO level (spin up / spin down) (Eh) = -0.5114 / -0.5113

Record 3
Density functional theory data (ωB97M-V with the def2-TZVPD basis set) for a molecular structure, C17H33Br12Cl3O at a distorted geometry.

Geometry as XYZ:
```
66
Properties=species:S:1:pos:R:3:lowdin_charge:R:1
C -3.174 3.471 -0.500 -1.436
Cl -1.908 2.239 -0.293 0.763
Cl -2.524 4.882 -1.301 0.594
Cl -3.784 3.871 1.083 0.457
H -3.923 2.996 -1.133 -0.016
C -0.143 0.279 0.801 -0.301
C -0.726 0.500 -0.522 -0.458
C 0.122 -0.281 -1.446 -0.558
O 0.195 -1.507 -0.705 -0.368
C 0.082 -1.224 0.714 -0.174
H -0.817 0.497 1.629 0.068
H 0.808 0.808 0.867 -0.056
H -0.710 1.562 -0.766 -0.156
H -1.726 0.085 -0.643 0.133
H 1.098 0.177 -1.606 -0.022
H -0.381 -0.475 -2.394 -0.216
H 0.929 -1.444 1.364 0.012
H -0.872 -1.686 0.969 0.157
Br -2.164 -0.363 4.043 0.892
C -3.696 0.388 3.023 -0.537
C -3.205 1.167 1.797 -0.654
Br -4.773 1.613 0.622 0.723
H -4.479 0.932 3.552 0.071
H -4.159 -0.528 2.655 0.042
H -2.574 0.554 1.154 0.002
H -2.514 1.989 1.984 -0.038
Br 1.499 -1.879 3.537 0.746
C 0.889 -0.017 3.382 -0.651
C 0.142 0.377 4.667 -0.788
Br -0.596 2.174 4.594 0.687
H 0.252 0.087 2.504 -0.027
H 1.823 0.541 3.303 0.067
H 0.873 0.446 5.473 0.059
H -0.644 -0.344 4.891 -0.173
Br 3.033 -3.016 -0.467 0.693
C 1.020 -3.023 -0.671 -0.673
C 0.430 -4.328 -1.163 -0.515
Br -1.499 -3.947 -1.532 0.656
H 0.886 -2.213 -1.388 -0.076
H 0.612 -2.702 0.288 0.035
H 0.490 -5.200 -0.511 0.067
H 0.758 -4.586 -2.170 0.010
Br 3.564 -4.525 -4.529 0.529
C 2.501 -3.033 -3.532 -0.651
C 1.021 -3.109 -3.941 -0.531
Br 0.020 -1.491 -3.327 1.111
H 2.855 -2.023 -3.736 -0.077
H 2.576 -3.151 -2.451 -0.129
H 0.522 -4.057 -3.742 0.032
H 0.996 -3.082 -5.031 0.045
Br 1.753 2.474 0.541 0.841
C 0.770 3.227 2.069 -0.620
C -0.656 3.559 1.715 -0.692
Br -1.609 4.289 3.286 0.600
H 1.221 4.172 2.371 0.068
H 0.838 2.590 2.950 -0.054
H -1.172 2.671 1.348 -0.085
H -0.760 4.290 0.913 0.042
Br 0.690 1.798 -2.677 0.902
C 2.121 0.779 -3.559 -0.626
C 3.085 0.230 -2.531 -0.672
Br 4.533 -0.520 -3.555 0.793
H 2.524 1.475 -4.295 0.059
H 1.712 -0.039 -4.152 -0.002
H 2.590 -0.492 -1.881 0.019
H 3.359 1.101 -1.937 0.058
```

Calculated values
- LUMO (eV) = -0.03
- E_tot (Ha) = -33010.57050
- total charge = 0
- HOMO level (Eh) = -0.2752

Record 4
Density functional theory data (ωB97M-V with the def2-TZVPD basis set) for a molecular structure, C17H33Br12OP.

Geometry as XYZ:
```
64
Properties=species:S:1:pos:R:3:lowdin_charge:R:1
C 2.223 -3.128 1.555 -0.107
C 2.346 -1.779 2.283 -0.295
C 1.778 -0.590 1.499 -0.588
C 2.436 -0.391 0.127 -0.157
P 1.836 1.001 2.487 0.951
C 0.229 0.895 3.418 -0.425
C -0.886 1.745 2.773 -0.270
C -2.168 0.956 2.487 -0.219
C -2.103 0.202 1.158 -0.211
C -3.433 -0.366 0.671 -0.219
C -3.980 -1.509 1.535 -0.217
C -4.991 -1.059 2.586 -0.182
C -5.537 -2.208 3.440 -0.227
O -5.500 -1.940 4.831 -0.189
C -4.195 -2.024 5.355 -0.112
H 3.192 -3.528 1.252 0.069
H 1.749 -3.881 2.187 0.066
H 1.620 -3.045 0.649 0.068
H 3.393 -1.569 2.521 0.100
H 1.828 -1.833 3.244 0.092
H 0.707 -0.770 1.354 0.074
H 3.249 0.338 0.164 0.031
H 2.853 -1.320 -0.266 0.067
H 1.712 -0.020 -0.601 0.042
H 2.664 0.523 3.534 -0.057
H -0.084 -0.155 3.449 0.066
H 0.404 1.187 4.454 0.067
H -1.105 2.613 3.397 0.102
H -0.518 2.150 1.824 0.078
H -3.043 1.613 2.497 0.114
H -2.321 0.239 3.302 0.093
H -1.393 -0.630 1.255 0.098
H -1.685 0.866 0.395 0.114
H -3.298 -0.712 -0.356 0.055
H -4.174 0.441 0.633 0.115
H -3.144 -2.015 2.036 0.116
H -4.443 -2.267 0.897 0.078
H -4.536 -0.322 3.252 0.097
H -5.816 -0.541 2.089 0.114
H -6.586 -2.400 3.216 0.121
H -4.981 -3.132 3.230 0.118
H -4.230 -1.680 6.386 0.089
H -3.832 -3.059 5.333 0.090
H -3.489 -1.397 4.798 0.070
C 3.359 1.788 -3.176 -1.650
Br 5.007 1.455 -2.242 0.587
Br 2.495 0.145 -3.685 0.584
Br 2.185 2.930 -2.178 0.590
H 3.624 2.293 -4.095 -0.115
C 5.606 1.136 -6.253 -1.633
Br 4.366 2.549 -6.685 0.582
Br 5.767 -0.111 -7.704 0.593
Br 7.310 1.848 -5.730 0.567
H 5.201 0.596 -5.407 -0.065
C -4.572 -1.976 -3.157 -1.640
Br -2.981 -2.852 -2.526 0.580
Br -5.948 -1.961 -1.814 0.594
Br -4.190 -0.203 -3.792 0.575
H -4.945 -2.550 -3.992 -0.032
C 7.026 5.998 -8.028 -1.643
Br 5.891 5.126 -9.311 0.558
Br 6.103 6.318 -6.371 0.560
Br 8.654 5.017 -7.747 0.559
H 7.296 6.959 -8.439 -0.032
```

Calculated values
- LUMO (eV) = -0.13
- E_tot (Ha) = -31972.21564
- total charge = 0
- HOMO level (Eh) = -0.3178

Record 5
Density functional theory data (ωB97M-V with the def2-TZVPD basis set) for a molecular structure, C17H33CoN7OPS.

Geometry as XYZ:
```
61
Properties=species:S:1:pos:R:3:lowdin_charge:R:1
Co -1.012 0.399 -0.638 0.010
O 1.023 0.035 0.007 -0.240
N 1.623 -1.047 -0.478 -0.210
C 2.625 -1.586 0.257 -0.019
C 3.308 -2.691 -0.171 -0.036
C 2.953 -3.267 -1.392 -0.044
C 1.930 -2.711 -2.124 -0.086
C 1.238 -1.579 -1.671 -0.654
S -0.074 -0.868 -2.553 0.684
H 2.819 -1.063 1.181 0.139
H 4.103 -3.092 0.440 0.119
H 3.474 -4.141 -1.760 0.121
H 1.625 -3.131 -3.071 0.110
N 1.896 2.014 -2.995 0.242
C 0.706 2.402 -2.151 -0.345
C 1.025 3.383 -1.048 -0.082
C -0.229 3.522 -0.167 -0.327
N -0.506 2.253 0.547 0.039
C -1.440 3.931 -1.010 -0.095
C -1.699 3.065 -2.244 -0.336
N -2.257 1.746 -1.872 0.024
C -0.421 2.863 -3.056 -0.093
H 2.722 1.836 -2.425 0.174
H 2.140 2.714 -3.698 0.178
H 1.650 1.124 -3.458 0.130
H 0.468 1.449 -1.691 0.027
H 1.291 4.368 -1.440 0.138
H 1.860 3.022 -0.441 0.131
H -0.032 4.324 0.549 0.149
H -1.203 2.430 1.263 0.102
H 0.328 1.926 1.029 0.088
H -1.288 4.959 -1.347 0.135
H -2.335 3.952 -0.382 0.128
H -2.413 3.598 -2.878 0.150
H -2.500 1.244 -2.721 0.097
H -3.134 1.901 -1.384 0.098
H -0.154 3.808 -3.539 0.141
H -0.604 2.128 -3.847 0.126
C -2.732 -3.738 2.159 -0.106
N -3.864 -2.724 1.923 -0.071
C -4.691 -3.216 0.722 -0.106
N -3.867 -3.402 -0.415 -0.142
C -2.800 -4.357 -0.123 -0.140
N -1.957 -3.911 0.986 -0.138
C -1.168 -2.724 0.636 -0.274
P -2.200 -1.251 0.181 0.937
C -3.317 -1.345 1.681 -0.229
C -3.352 -2.143 -0.965 -0.283
H -3.221 -4.669 2.446 0.149
H -2.134 -3.359 2.987 0.146
H -4.465 -2.709 2.748 0.183
H -5.466 -2.472 0.544 0.146
H -5.141 -4.158 1.038 0.149
H -2.185 -4.487 -1.011 0.144
H -3.248 -5.317 0.138 0.143
H -0.534 -2.968 -0.218 0.085
H -0.507 -2.464 1.467 0.105
H -4.165 -0.668 1.564 0.102
H -2.764 -1.045 2.573 0.103
H -2.806 -2.352 -1.887 0.084
H -4.192 -1.494 -1.227 0.100
```

Calculated values
- LUMO (spin up / spin down) (eV) = -4.60 / -4.61
- multiplicity = 3
- E_tot (Ha) = -3247.91984
- ⟨S²⟩ = 2.03
- relative energy (zero: lowest compared OMol25 entry of this formula, charge and spin) (kcal per mole) = 0.00
- total charge = +2
- HOMO level (spin up / spin down) (Eh) = -0.4633 / -0.4553

Record 6
Density functional theory data (ωB97M-V with the def2-TZVPD basis set) for a molecular structure, C17H33N10O2SV.

Geometry as XYZ:
```
64
Properties=species:S:1:pos:R:3:lowdin_charge:R:1
V -0.012 -0.290 -1.687 0.812
C 0.660 -2.742 -3.376 -0.159
C 0.007 -1.724 -4.302 -0.159
N -0.932 -0.836 -3.597 -0.125
C -2.278 -1.342 -3.288 -0.173
C -2.285 -2.341 -2.133 -0.165
N -1.348 -1.996 -1.036 -0.108
C -0.520 -3.137 -0.570 -0.182
C 0.966 -3.004 -0.946 -0.180
N 1.150 -2.138 -2.120 -0.114
H 1.470 -3.243 -3.912 0.135
H -0.051 -3.525 -3.117 0.108
H -0.484 -2.254 -5.126 0.131
H 0.776 -1.080 -4.731 0.124
H -1.036 0.010 -4.147 0.130
H -2.739 -1.816 -4.162 0.129
H -2.875 -0.470 -3.024 0.110
H -2.031 -3.331 -2.508 0.105
H -3.306 -2.421 -1.754 0.132
H -1.866 -1.642 -0.240 0.106
H -0.933 -4.069 -0.960 0.114
H -0.584 -3.195 0.513 0.103
H 1.378 -4.004 -1.120 0.127
H 1.514 -2.551 -0.120 0.089
H 2.134 -1.910 -2.209 0.136
C 0.008 3.483 0.952 -0.224
S 1.417 2.367 0.826 0.865
C 2.452 3.423 -0.196 -0.226
O 0.956 1.249 -0.043 -0.598
H -0.321 3.781 -0.043 0.045
H 0.298 4.358 1.535 0.066
H -0.787 2.942 1.462 0.049
H 2.784 4.278 0.392 0.067
H 1.894 3.749 -1.072 0.037
H 3.315 2.830 -0.496 0.064
N 2.114 2.738 -3.714 0.201
C 1.161 2.028 -3.072 -0.513
O 1.387 0.815 -2.794 -0.105
C -0.056 2.680 -2.717 -0.216
C -0.991 1.931 -2.000 -0.249
N -1.730 1.247 -1.409 0.158
C -0.229 4.068 -2.911 -0.244
N -0.288 5.206 -3.090 0.161
H 2.928 2.250 -4.044 0.122
H 1.930 3.671 -4.044 0.109
C -2.068 -0.393 5.217 -0.073
C -0.722 0.225 5.575 -0.411
C 0.241 -0.813 6.141 -0.072
C -0.107 0.980 4.395 -0.111
N 0.231 0.113 3.271 -0.100
C 1.355 -0.561 2.995 -0.140
N 1.185 -1.224 1.876 0.051
N -0.069 -0.948 1.483 -0.043
N -0.653 -0.156 2.300 0.088
H -2.511 -0.861 6.096 0.084
H -1.958 -1.164 4.452 0.071
H -2.767 0.354 4.840 0.082
H -0.884 0.994 6.338 0.141
H 0.402 -1.629 5.433 0.076
H -0.167 -1.253 7.050 0.085
H 1.211 -0.376 6.388 0.082
H 0.814 1.481 4.695 0.132
H -0.793 1.728 4.000 0.125
H 2.242 -0.538 3.602 0.138
```

Calculated values
- LUMO (spin up / spin down) (eV) = -1.87 / -1.88
- multiplicity = 4
- E_tot (Ha) = -2707.65870
- ⟨S²⟩ = 3.76
- relative energy (zero: lowest compared OMol25 entry of this formula, charge and spin) (kcal per mole) = 0.00
- total charge = +1
- HOMO level (spin up / spin down) (Eh) = -0.3868 / -0.4018